The following is a DFT calculation (ωB97M-V/def2-TZVPD) of a molecular structure, C17H24IrN3O3P in a non-equilibrium geometry.

For the total energy, the calculation gives -1496.007578 Ha. Its expectation value of S² is 8.7768. The max |F| is 5.12 eV/A. The lowest unoccupied orbital energy (alpha / beta) comes out at -12.7 / -17.8 eV. The HOMO-LUMO gap (alpha / beta) comes out at 0.3345 / 0.1542 Eh. Its net charge is +4. The calculation puts the molar mass at 541.6 g mol⁻¹. The spin multiplicity is 6.

Element x y z (Å)
N -0.89160 -0.75026 -1.81273
C -1.30165 -1.43170 -2.65303
C -1.82262 -2.29618 -3.71758
H -1.31335 -3.25862 -3.68637
H -1.65159 -1.82672 -4.68554
H -2.89168 -2.44789 -3.57256
N -0.51872 2.76463 -0.24181
C -0.73711 3.90057 -0.26974
C -1.01546 5.34044 -0.30460
H -0.97477 5.69489 -1.33377
H -0.27232 5.86950 0.29090
H -2.00755 5.52883 0.10463
N 1.45124 -0.22654 1.21886
C 2.25267 -0.63799 1.94472
C 3.26780 -1.15986 2.86587
H 3.02524 -0.85650 3.88378
H 4.24573 -0.76488 2.59318
H 3.28691 -2.24743 2.80736
Ir -0.21347 0.53749 -0.09289
C -0.63974 1.24776 1.93640
O -0.87284 1.60986 2.99218
C -2.37109 0.86049 -0.30361
O -3.49568 1.02167 -0.40130
C 1.50956 1.01952 -3.23289
C 2.20676 -0.03661 -2.71359
C 3.01764 0.14806 -1.66548
C 3.14666 1.39195 -1.11068
C 2.46479 2.42483 -1.61927
C 1.63587 2.23642 -2.69106
H 0.87206 0.88612 -4.09318
H 2.12858 -1.01721 -3.15698
H 3.58168 -0.68649 -1.27870
H 3.81390 1.55536 -0.27874
H 2.59241 3.40661 -1.19018
H 1.09820 3.06667 -3.12213
C -0.36798 -1.84043 3.27408
P -1.38023 -1.92065 1.71278
C -1.57467 -3.71631 1.27643
C -3.07905 -1.17481 1.84213
O -0.57394 -1.35282 0.48432
H 0.58000 -2.39422 3.12762
H -0.93450 -2.33158 4.09132
H -0.15596 -0.79861 3.57171
H -2.13031 -4.23471 2.08469
H -2.13763 -3.80688 0.32467
H -0.57371 -4.18057 1.15962
H -3.01910 -0.10058 2.10031
H -3.62598 -1.32248 0.88907
H -3.63340 -1.69214 2.65179

---

The following is a DFT calculation (ωB97M-V/def2-TZVPD) of a molecular structure, C23H31AsCl2N2O2Sr.

For the total energy, the calculation gives -4341.985437 Ha. The max |F| is 0.90 eV/A. The lowest unoccupied orbital energy comes out at 0.4 eV. The HOMO-LUMO gap comes out at 0.2836 Eh. The energy above the lowest of the compared OMol25 structures with the same formula, charge and spin comes out at 0.0 kcal per mole. The calculation puts the molar mass at 601.0 g mol⁻¹.

Element x y z (Å)
Sr 0.64693 -0.47890 -0.27040
O -0.39064 1.40439 -1.15339
C -0.62705 2.63323 -0.84540
C -1.21751 3.50575 -1.79802
C -1.50305 4.81506 -1.50281
C -1.22406 5.36380 -0.24277
C -0.64868 4.54705 0.69982
C -0.34138 3.19971 0.43941
C 0.25545 2.46977 1.54719
N 0.60887 1.24169 1.54270
C 1.16717 0.64052 2.74817
C 2.60384 0.12698 2.50661
N 2.74631 -0.46842 1.16553
C 3.92857 -0.42897 0.66974
C 4.41161 -0.84731 -0.64067
C 5.80603 -0.75658 -0.80510
C 6.43548 -1.08080 -1.98167
C 5.63940 -1.49868 -3.05653
C 4.27566 -1.58642 -2.94306
C 3.59611 -1.26927 -1.73625
O 2.31012 -1.35337 -1.67692
H -1.43336 3.09118 -2.77469
H -1.95454 5.44039 -2.26511
H -1.45222 6.39663 -0.02115
H -0.41826 4.94052 1.68500
H 0.39428 3.05848 2.46382
H 0.52880 -0.20499 3.02552
H 1.17431 1.33081 3.59951
H 2.83433 -0.62053 3.27019
H 3.31251 0.95093 2.63041
H 4.72515 -0.00326 1.29368
H 6.39603 -0.41713 0.04017
H 7.50914 -1.00386 -2.07556
H 6.10789 -1.74905 -4.00164
H 3.66425 -1.89144 -3.78371
Cl 0.09907 -3.79933 -1.13538
C 0.24585 -3.10291 -2.77258
Cl -0.82507 -1.70182 -2.97736
H -0.04160 -3.86239 -3.48800
H 1.26340 -2.74251 -2.86974
C -2.18012 -3.76843 2.01840
C -2.98475 -3.13774 0.89179
As -2.47314 -1.29146 0.54273
C -3.80723 -0.87572 -0.82579
C -3.58676 0.43768 -1.56546
C -3.30109 -0.46588 2.11208
C -3.32150 1.05702 2.07253
H -2.45652 -4.81346 2.16869
H -2.33515 -3.25471 2.96932
H -1.10709 -3.74618 1.81181
H -4.05558 -3.15452 1.10835
H -2.82807 -3.68108 -0.04188
H -4.78700 -0.91324 -0.34224
H -3.76013 -1.71627 -1.52314
H -3.69107 1.30407 -0.91224
H -4.31490 0.54528 -2.37225
H -2.58676 0.50389 -1.99436
H -2.72772 -0.81667 2.97353
H -4.31117 -0.87286 2.20724
H -2.33487 1.47453 1.86001
H -3.65870 1.46723 3.02638
H -3.99983 1.42957 1.30499

---

The following is a DFT calculation (ωB97M-V/def2-TZVPD) of C5H4N2 in the gas phase.

For the total energy, the calculation gives -302.352816 Ha. The max |F| is 0.55 eV/A. The lowest unoccupied orbital energy comes out at 0.9 eV. The HOMO-LUMO gap comes out at 0.3603 Eh. The energy above the lowest of the compared OMol25 structures with the same formula, charge and spin comes out at 47.4 kcal per mole. The calculation puts the molar mass at 92.1 g mol⁻¹.

Element x y z (Å)
C -1.81526 1.49158 1.50574
C -0.86181 0.86119 1.12351
C 0.00357 0.02362 0.36588
C -0.53287 -1.00853 -0.43797
N 0.32373 -1.46365 -1.33026
N 1.43094 -0.73888 -1.08733
C 1.29705 0.15502 -0.08481
H -2.66043 2.09671 1.73462
H -1.53452 -1.38368 -0.33940
H 2.23667 -0.82039 -1.68443
H 2.11292 0.78702 0.23445

---

The following is a DFT calculation (ωB97M-V/def2-TZVPD) of 35 unconnected molecules or ions with the total composition BF4H68O34 in a non-equilibrium geometry.

For the total energy, the calculation gives -3023.659423 Ha. The max |F| is 3.26 eV/A. The lowest unoccupied orbital energy comes out at 0.9 eV. The HOMO-LUMO gap comes out at 0.3060 Eh. The energy above the lowest of the compared OMol25 structures with the same formula, charge and spin comes out at 34.2 kcal per mole. Its net charge is -1. The calculation puts the molar mass at 699.3 g mol⁻¹.

Element x y z (Å)
B -0.03608 0.23161 -0.10544
F -1.13031 -0.06465 0.72009
F -0.55240 0.93089 -1.13130
F 0.90709 0.92871 0.50631
F 0.55199 -0.88215 -0.66102
O 1.18385 -0.31532 -3.11477
H 1.43856 -1.19759 -3.38488
H 0.68793 -0.44558 -2.30649
O -0.10733 -3.67370 -2.70846
H -0.07361 -3.58919 -1.75559
H 0.80430 -3.59312 -2.98894
O 0.38851 -6.33513 0.14118
H 0.21561 -5.48357 0.54265
H -0.41714 -6.54599 -0.33072
O 0.87295 5.04924 0.91729
H 1.60563 4.50172 0.63511
H 0.26946 4.44118 1.34424
O 1.92615 -0.84060 4.74238
H 1.07970 -0.49805 4.45529
H 2.51530 -0.67157 4.00715
O -4.98999 2.34461 -1.42910
H -4.31803 2.00257 -2.01877
H -5.13171 1.64270 -0.79389
O 1.65798 3.91420 -2.42889
H 1.86782 3.55681 -1.56607
H 1.78841 4.85791 -2.33595
O 2.53189 1.08194 -5.08600
H 2.16864 0.61588 -4.33296
H 1.77107 1.29425 -5.62665
O -0.41012 5.06816 -4.50314
H -0.14686 4.17050 -4.30033
H 0.29364 5.40521 -5.05752
O 3.82381 -1.80812 -1.07959
H 3.65995 -2.28189 -1.89502
H 3.72411 -2.46868 -0.39405
O 2.82041 3.34423 0.07102
H 3.66637 3.71938 0.31565
H 3.04179 2.55438 -0.42230
O -2.80068 -3.69159 3.42333
H -3.45890 -4.35808 3.22643
H -1.98137 -4.17991 3.50404
O -0.51465 -0.00782 3.60029
H -0.16901 -0.09979 2.71243
H -0.39578 0.91868 3.80933
O -1.10153 -3.03543 -0.00157
H -1.96795 -3.12740 -0.39790
H -0.83956 -2.13711 -0.20313
O 1.07800 2.31102 3.14625
H 0.55184 2.68160 2.43769
H 1.81711 1.89399 2.70349
O 3.40037 -2.68363 2.76218
H 4.25955 -2.26759 2.69172
H 3.59345 -3.60768 2.92057
O -4.57032 -1.47504 5.03048
H -5.23848 -0.90013 5.40366
H -4.25818 -1.00854 4.25512
O 6.22374 -0.59212 -0.26306
H 5.33168 -0.82432 -0.52101
H 6.64555 -0.31849 -1.07758
O 4.23760 2.54261 5.03393
H 3.91853 2.04921 4.27829
H 4.08472 3.45912 4.80403
O -5.49191 0.48649 0.54644
H -5.51085 -0.47012 0.57440
H -5.70777 0.75698 1.43889
O 3.13515 0.70502 -0.87080
H 3.31507 -0.23445 -0.90618
H 2.18012 0.76726 -0.88732
O -3.21420 -0.94378 2.70094
H -3.19773 -1.88855 2.85383
H -2.46122 -0.77937 2.13329
O -1.99673 -4.04445 -4.59491
H -1.75554 -4.96310 -4.71378
H -1.45968 -3.74850 -3.85991
O -0.96964 2.71881 1.16822
H -0.58192 1.87651 0.93064
H -1.73383 2.49048 1.69747
O 3.37587 0.82144 2.41420
H 3.06033 0.79570 1.51088
H 4.14477 0.25133 2.41616
O -3.19297 1.88589 2.66058
H -3.33474 1.01913 2.27995
H -3.07516 1.72084 3.59605
O 2.63048 -3.36561 -3.12754
H 3.06706 -4.21561 -3.18359
H 2.99263 -2.86130 -3.85606
O -3.18709 2.00330 -3.55872
H -3.19238 2.91153 -3.86090
H -2.27354 1.83172 -3.33019
O -2.43784 4.49301 -0.84296
H -1.75175 5.08043 -1.15990
H -1.96658 3.80528 -0.37267
O 0.11290 1.52952 -6.15232
H -0.19238 1.68603 -5.25871
H -0.52650 0.92010 -6.52110
O -2.17903 -0.19846 5.81311
H -2.89613 -0.82560 5.71993
H -1.86384 -0.05987 4.91998
O 0.87938 -3.78850 1.55147
H 0.26895 -3.34129 0.96528
H 1.70580 -3.31820 1.44155
O -3.93605 -3.36176 -0.90012
H -4.64701 -2.82098 -0.55613
H -4.20998 -4.26111 -0.72021
O -0.16519 2.24337 -3.61478
H 0.22809 1.38371 -3.46465
H 0.21780 2.80368 -2.93980

---

The following is a DFT calculation (ωB97M-V/def2-TZVPD) of 2 unconnected molecules or ions with the total composition C3H9NO2 in a non-equilibrium geometry.

For the total energy, the calculation gives -324.876348 Ha. The max |F| is 2.06 eV/A. The lowest unoccupied orbital energy comes out at 0.8 eV. The HOMO-LUMO gap comes out at 0.3588 Eh. The energy above the lowest of the compared OMol25 structures with the same formula, charge and spin comes out at 60.4 kcal per mole. The calculation puts the molar mass at 91.1 g mol⁻¹.

Element x y z (Å)
C -0.66082 0.84332 1.69785
C -0.10232 2.04294 1.51001
O -0.69440 3.06893 0.83587
H -0.08925 0.01432 2.07875
H -1.40074 0.60627 0.94466
H 0.69616 2.45956 2.11232
H -1.33905 2.71751 0.20400
N 1.37010 -2.28361 -1.82368
C 0.16370 -1.49937 -1.54922
O -0.18479 -1.57424 -0.20084
H 1.08563 -3.25717 -1.65298
H 1.40370 -2.26979 -2.83771
H 0.38278 -0.47592 -1.88270
H -0.68859 -1.83789 -2.15341
H 0.60229 -1.89772 0.25218

---

Number 3 is which compound? C5H4N2

---

Which value of max |F| does entry 2 give? 0.90 eV/A

---

Which value of max |F| does entry 1 give? 5.12 eV/A